1.
Below is a molecular structure, C32H40CdClN2O2SeSi, with properties calculated with ωB97M-V/def2-TZVPD.

```
80
Properties=species:S:1:pos:R:3
Cd -1.063 -0.732 0.561
C -3.198 2.454 1.710
C -3.387 1.099 1.747
C -2.145 0.458 2.170
C -1.192 1.562 2.346
C -1.820 2.739 2.047
C -1.216 4.109 2.089
C 0.217 1.392 2.838
C -2.272 -0.561 3.298
C -4.670 0.351 1.556
C -4.222 3.520 1.463
H -1.495 4.650 3.000
H -1.539 4.726 1.246
H -0.126 4.061 2.058
H 0.944 1.862 2.167
H 0.483 0.335 2.908
H 0.358 1.835 3.829
H -2.697 -0.079 4.189
H -1.314 -1.004 3.567
H -2.926 -1.393 3.027
H -5.044 -0.057 2.502
H -4.547 -0.496 0.874
H -5.455 0.990 1.147
H -4.485 4.031 2.395
H -5.144 3.114 1.045
H -3.859 4.290 0.778
Cl 2.993 -5.548 -3.198
C 1.888 -4.260 -2.722
C 0.634 -4.591 -2.385
C -0.460 -3.740 -1.993
C -0.435 -2.384 -1.859
O -1.419 -1.661 -1.437
C 0.855 -1.613 -2.182
C 0.653 -0.153 -1.941
N 1.034 0.461 -0.901
C 0.838 1.856 -0.890
C 1.901 2.699 -0.711
C 1.730 4.097 -0.802
C 0.507 4.635 -1.084
C -0.618 3.790 -1.233
C -1.916 4.262 -1.536
C -2.950 3.380 -1.614
C -2.703 2.013 -1.349
N -1.514 1.533 -1.116
C -0.467 2.396 -1.081
C 1.530 -1.891 -3.546
H 0.406 -5.652 -2.404
H -1.371 -4.231 -1.678
H 0.182 0.376 -2.779
H 2.878 2.271 -0.529
H 2.590 4.742 -0.668
H 0.378 5.706 -1.183
H -2.071 5.324 -1.691
H -3.957 3.708 -1.836
H -3.521 1.301 -1.339
H 2.135 -1.013 -3.793
C 2.534 -2.696 3.924
Si 2.239 -2.545 2.065
C 3.195 -3.939 1.240
C 3.001 -0.908 1.539
Se 0.047 -2.842 1.667
H 3.601 -2.646 4.162
H 2.140 -3.643 4.300
H 2.025 -1.890 4.457
H 4.261 -3.892 1.485
H 3.076 -3.873 0.158
H 2.808 -4.910 1.555
H 4.085 -1.028 1.450
H 2.806 -0.128 2.279
H 2.619 -0.579 0.574
C 0.760 -2.361 -4.757
C 2.423 -2.851 -2.722
C 3.913 -2.713 -2.903
O 1.994 -2.171 -1.503
H 1.449 -2.750 -5.510
H 0.206 -1.534 -5.206
H 0.053 -3.146 -4.496
H 4.217 -3.064 -3.890
H 4.450 -3.297 -2.154
H 4.181 -1.662 -2.792
```

The value obtained for the lowest unoccupied orbital energy is 2.3 eV. Its charge is -1. The value obtained for the energy above the lowest of the compared OMol25 structures with the same formula, charge and spin is 59.9 kcal/mol. The calculated total energy is -4822.32363 a.u. The calculation puts the frontier orbital gap at 0.2366 hartree.



2.
Below is 2 unconnected molecules or ions with the total composition C4H12O4 in a non-equilibrium geometry, with properties calculated with ωB97M-V/def2-TZVPD.

```
20
Properties=species:S:1:pos:R:3
O 1.665 -2.437 0.393
O 0.310 -0.561 -0.699
C 1.606 -2.509 -1.009
C 0.440 -1.664 -1.576
H 1.187 -3.239 0.692
H 0.718 -0.935 0.110
H 2.567 -2.176 -1.445
H 1.491 -3.587 -1.229
H 0.726 -1.419 -2.617
H -0.538 -2.182 -1.608
O -1.913 1.130 -0.438
O -0.220 3.045 2.142
C -1.121 2.189 0.106
C -0.973 1.990 1.648
H -1.310 0.361 -0.509
H -0.810 3.747 2.486
H -0.132 2.117 -0.386
H -1.536 3.190 -0.118
H -1.845 1.834 2.311
H -0.313 1.107 1.744
```

As for the structure (SMILES): OCCO.OCCO. The value obtained for the lowest unoccupied orbital energy is 0.5 eV. The value obtained for the energy above the lowest of the compared OMol25 structures with the same formula, charge and spin is 48.5 kcal/mol. The calculated total energy is -460.50540 a.u. The calculation puts the frontier orbital gap at 0.3574 hartree.



3.
Below is a molecular structure, C22H34BaN2O6P2 in a non-equilibrium geometry, with properties calculated with ωB97M-V/def2-TZVPD.

```
67
Properties=species:S:1:pos:R:3
P 0.201 -1.584 -1.822
P -0.099 1.838 -1.940
C -0.179 -0.606 -3.360
C 0.389 0.835 -3.350
H -1.283 -0.594 -3.440
H 0.250 -1.158 -4.207
H 1.499 0.828 -3.329
H -0.015 1.459 -4.161
C -1.807 2.410 -1.992
H -2.035 3.021 -1.088
H -2.508 1.547 -2.039
H -1.781 3.000 -2.925
C 1.033 3.182 -1.552
H 0.970 3.757 -2.494
H 2.052 2.779 -1.350
H 0.670 3.749 -0.663
C -0.914 -3.032 -1.844
H -0.650 -3.698 -1.000
H -0.779 -3.528 -2.824
H -1.952 -2.672 -1.696
C 1.902 -2.239 -2.039
H 2.623 -1.400 -1.980
H 1.960 -2.756 -3.013
H 2.106 -2.931 -1.197
Ba -0.081 0.440 0.475
C 0.577 1.744 -7.254
C -0.751 1.795 -6.990
C -1.855 0.992 -7.606
C -1.455 -0.325 -8.305
C -0.765 -1.286 -7.385
C 0.552 -1.357 -7.073
C 1.678 -0.515 -7.589
C 1.304 0.848 -8.210
C 0.047 -1.899 1.823
H 1.227 2.453 -6.733
H -1.100 2.563 -6.297
H -2.430 1.606 -8.321
H -2.564 0.753 -6.796
H -2.396 -0.808 -8.622
H -0.890 -0.113 -9.220
H -1.434 -2.028 -6.940
H 0.873 -2.172 -6.422
H 2.280 -1.080 -8.322
H 2.355 -0.334 -6.737
H 2.256 1.349 -8.456
H 0.776 0.700 -9.159
H 0.746 -1.281 2.438
H 0.402 -2.713 1.170
H -1.032 -1.684 2.000
O -2.009 2.420 2.704
C -0.985 1.955 3.204
O 0.009 1.371 2.581
C -0.668 1.917 4.666
C -1.505 2.590 5.545
C -1.268 2.496 6.928
C -0.200 1.763 7.443
C 0.651 1.126 6.540
C 0.452 1.207 5.152
N 1.758 0.320 7.039
O 1.920 0.237 8.265
O 2.492 -0.252 6.224
N -2.178 3.160 7.853
O -3.128 3.802 7.401
O -1.957 3.050 9.069
H -2.354 3.149 5.168
H -0.035 1.683 8.516
H 1.122 0.692 4.472
```

The value obtained for the lowest unoccupied orbital energy is -0.6 eV. The value obtained for the energy above the lowest of the compared OMol25 structures with the same formula, charge and spin is 66.1 kcal/mol. The calculated total energy is -2127.51045 a.u. The calculation puts the frontier orbital gap at 0.1792 hartree.



4.
Below is 3 unconnected molecules or ions with the total composition C21H29BBrO9P in a non-equilibrium geometry, with properties calculated with ωB97M-V/def2-TZVPD.

```
62
Properties=species:S:1:pos:R:3
C 8.395 -0.413 1.708
C 7.533 -0.666 0.335
C 6.267 -1.687 0.556
C 4.884 -0.921 1.055
C 3.687 -1.425 0.036
C 2.168 -1.096 0.594
C 1.297 -2.476 0.424
C -0.269 -2.372 0.895
C -1.059 -1.025 0.396
B -2.308 -0.801 1.493
P -2.912 0.914 2.095
O -2.941 2.096 0.818
Br -5.113 0.575 2.720
H 8.552 -1.395 2.365
H 9.466 -0.010 1.407
H 7.887 0.418 2.383
H 8.218 -1.065 -0.531
H 7.086 0.371 -0.013
H 6.544 -2.599 1.261
H 6.026 -2.173 -0.504
H 5.042 0.228 0.889
H 4.724 -1.225 2.174
H 3.858 -1.038 -1.070
H 3.773 -2.613 -0.001
H 2.213 -0.670 1.686
H 1.718 -0.250 -0.115
H 1.807 -3.277 1.148
H 1.439 -2.915 -0.667
H -0.833 -3.293 0.386
H -0.445 -2.488 2.047
H -0.407 -0.055 0.339
H -1.579 -1.234 -0.651
H -2.777 -1.824 1.907
H -1.981 2.183 0.497
C -0.009 4.782 -1.929
C -0.468 4.824 -0.677
C -1.019 6.081 -0.096
O -1.452 6.084 1.051
C -1.016 7.287 -0.938
C -0.553 7.246 -2.189
C -0.028 5.984 -2.778
O 0.373 5.972 -3.936
O -0.545 8.377 -2.984
O -0.451 3.700 0.128
H 0.392 3.876 -2.364
H -1.403 8.198 -0.498
H -0.165 8.090 -3.843
H -0.837 3.986 0.985
C -6.398 -4.634 -1.434
C -5.314 -3.955 -1.815
C -4.744 -2.870 -0.970
O -3.736 -2.276 -1.338
C -5.429 -2.546 0.291
C -6.514 -3.223 0.671
C -7.068 -4.326 -0.161
O -8.057 -4.942 0.223
O -7.165 -2.922 1.854
O -4.680 -4.237 -3.011
H -6.821 -5.426 -2.037
H -5.014 -1.743 0.887
H -7.918 -3.551 1.904
H -3.923 -3.612 -3.059
```

As for the structure (SMILES): O=C1C=C(O)C(=O)C=C1O.O=C1C=C(O)C(=O)C=C1O.CCCCCCCCCBP(O)Br. The value obtained for the lowest unoccupied orbital energy is -1.8 eV. The value obtained for the energy above the lowest of the compared OMol25 structures with the same formula, charge and spin is 94.1 kcal/mol. The calculated total energy is -4434.80288 a.u. The calculation puts the frontier orbital gap at 0.2512 hartree.



5.
Below is a molecular structure, C39H38N7O11W, with properties calculated with ωB97M-V/def2-TZVPD.

```
96
Properties=species:S:1:pos:R:3
W -0.492 -0.340 -1.179
C 4.100 -6.132 -0.243
O 3.162 -5.169 0.261
C 2.450 -5.511 1.357
C 2.508 -6.728 2.026
C 1.723 -6.932 3.152
C 0.885 -5.938 3.644
C 0.832 -4.717 2.995
C 1.595 -4.523 1.853
N 1.571 -3.271 1.148
C 0.488 -2.761 0.603
N -0.708 -3.306 0.730
C -1.868 -2.864 0.097
C -1.965 -1.728 -0.763
C -3.253 -1.532 -1.359
C -4.318 -2.356 -1.096
C -4.191 -3.437 -0.228
C -2.969 -3.693 0.371
O -2.715 -4.709 1.213
C -3.762 -5.660 1.491
N 0.526 -1.617 -0.122
C 1.657 -0.813 -0.378
C 2.519 -1.115 -1.494
C 3.687 -0.446 -1.652
C 4.079 0.505 -0.680
C 3.363 0.733 0.475
C 2.179 0.024 0.687
O 1.480 0.027 1.795
C 1.973 0.776 2.944
H 4.583 -5.661 -1.093
H 3.583 -7.034 -0.569
H 4.844 -6.376 0.515
H 3.158 -7.517 1.676
H 1.779 -7.884 3.660
H 0.302 -6.107 4.538
H 0.225 -3.906 3.379
H 2.464 -2.895 0.852
H -0.798 -4.177 1.254
H -3.426 -0.700 -2.011
H -5.272 -2.158 -1.565
H -5.041 -4.073 -0.030
H -3.318 -6.398 2.148
H -4.093 -6.136 0.569
H -4.593 -5.168 1.995
H 2.194 -1.860 -2.210
H 4.324 -0.639 -2.503
H 5.000 1.054 -0.830
H 3.719 1.442 1.207
H 1.224 0.632 3.715
H 2.076 1.828 2.681
H 2.925 0.353 3.261
O 0.757 1.275 -2.509
C 0.179 0.562 -3.319
O 0.109 -0.748 -2.991
C -0.904 1.054 -4.197
C -0.940 1.451 -5.514
C -2.148 1.936 -5.987
C -3.279 2.036 -5.201
C -3.222 1.627 -3.878
C -2.035 1.120 -3.358
O -1.860 0.669 -2.094
N -4.443 1.753 -3.054
O -5.442 2.115 -3.612
O -4.327 1.530 -1.861
N -2.221 2.382 -7.401
O -1.215 2.242 -8.056
O -3.276 2.834 -7.771
H -0.082 1.409 -6.171
H -4.199 2.431 -5.612
C -0.709 7.041 2.197
C -0.173 6.275 0.998
N 1.076 5.559 1.282
C 2.285 6.374 1.514
C 2.721 6.378 2.971
C 1.227 4.242 1.255
O 2.305 3.650 1.366
C 0.027 3.320 1.150
C -1.094 3.329 1.968
C -1.996 2.271 1.904
C -1.763 1.232 1.037
N -0.660 1.218 0.240
C 0.200 2.250 0.290
H -1.632 7.551 1.925
H -0.001 7.798 2.529
H -0.913 6.382 3.043
H 0.035 6.967 0.179
H -0.909 5.567 0.621
H 2.049 7.382 1.177
H 3.078 5.982 0.879
H 1.940 6.772 3.619
H 3.600 7.011 3.080
H 2.984 5.374 3.301
H -1.260 4.141 2.664
H -2.880 2.249 2.525
H -2.451 0.402 0.949
H 1.065 2.216 -0.358
```

The value obtained for the lowest unoccupied orbital energy is -10.7 eV. Its charge is +3. The value obtained for the energy above the lowest of the compared OMol25 structures with the same formula, charge and spin is 0.1 kcal/mol. The calculated total energy is -2785.88101 a.u. The calculation puts the frontier orbital gap at 0.1809 hartree.



6.
Below is C3H3NO2S in the gas phase in a non-equilibrium geometry, with properties calculated with ωB97M-V/def2-TZVPD.

```
10
Properties=species:S:1:pos:R:3
C -1.058 -0.464 1.044
C -1.088 1.102 -0.758
C 1.454 -0.305 0.020
N -1.446 0.150 -0.006
O -1.282 1.142 -2.095
O 2.682 -0.037 -0.003
S 0.631 -0.724 1.538
H -1.794 -0.869 1.661
H -1.437 0.128 -2.226
H 3.338 -0.122 0.824
```

The value obtained for the lowest unoccupied orbital energy (spin up / spin down) is -0.1 / -0.1 eV. The value obtained for the energy above the lowest of the compared OMol25 structures with the same formula, charge and spin is 148.8 kcal/mol. The calculated total energy is -719.34310 a.u. The calculation puts the frontier orbital gap (spin up / spin down) at 0.2896 / 0.2896 hartree.



7.
Below is 2 unconnected molecules or ions with the total composition C4H11NO in a non-equilibrium geometry, with properties calculated with ωB97M-V/def2-TZVPD.

```
17
Properties=species:S:1:pos:R:3
C 2.002 1.290 -0.938
C 1.134 0.687 0.176
C 0.325 -0.509 -0.195
C -0.782 -0.557 -0.934
N -1.704 -1.628 -0.986
H 2.975 1.657 -0.619
H 1.547 2.101 -1.499
H 2.276 0.551 -1.680
H 1.749 0.506 1.057
H 0.522 1.523 0.515
H 0.910 -1.427 -0.074
H -1.055 0.414 -1.348
H -2.642 -1.281 -1.064
H -1.525 -2.346 -1.673
H -2.257 0.356 3.284
H -1.752 -0.904 2.566
O -1.722 -0.432 3.410
```

As for the structure (SMILES): CC/C=C/N.O. The value obtained for the lowest unoccupied orbital energy is 0.9 eV. The value obtained for the energy above the lowest of the compared OMol25 structures with the same formula, charge and spin is 43.7 kcal/mol. The calculated total energy is -288.94734 a.u. The calculation puts the frontier orbital gap at 0.3505 hartree.



8.
Below is a molecular structure, C2H6I2N2OP in a non-equilibrium geometry, with properties calculated with ωB97M-V/def2-TZVPD.

```
14
Properties=species:S:1:pos:R:3
C 1.996 -1.346 -0.152
C -0.367 0.031 0.221
N 0.939 0.243 -0.061
N -1.226 0.042 -1.166
O 1.354 -2.308 -0.094
P -1.184 1.375 1.308
I 3.952 -0.834 -0.335
I 1.846 2.037 -0.061
H -0.540 -0.982 0.602
H -1.091 -0.834 -1.680
H -0.882 0.821 -1.740
H -2.224 0.177 -0.974
H -2.203 0.517 1.736
H -0.370 1.062 2.397
```

Its expectation value of S² is 2.01. The value obtained for the lowest unoccupied orbital energy (spin up / spin down) is -3.8 / -6.4 eV. Its charge is +1. The calculated total energy is -1200.85089 a.u. The calculation puts the frontier orbital gap (spin up / spin down) at 0.2153 / 0.2351 hartree. As for the multiplicity: 3.



> Which value of calculated total energy does entry 8 give?

-1200.85089 a.u.



> Which value of calculated total energy does entry 2 give?

-460.50540 a.u.



> Which of these has the lowest calculated total energy?

C32H40CdClN2O2SeSi